Entry 1:
{"formula": "C18H23ClN2O2", "method": "ωB97M-V/def2-TZVPD", "e_above_lowest_kj_mol": 51.45, "multiplicity": 1, "homo_energy_ev": -9.051, "lumo_energy_ev": 0.8, "total_charge": 0, "smiles": "O=C(NCCC1=CCCCC1)C(=O)NCCc1ccc(Cl)cc1", "symbols": ["O", "C", "N", "H", "C", "H", "H", "C", "C", "C", "C", "C", "C", "C", "H", "H", "H", "H", "H", "H", "H", "H", "H", "H", "H", "C", "O", "N", "H", "C", "H", "H", "C", "C", "C", "C", "C", "C", "C", "H", "H", "Cl", "H", "H", "H", "H"], "positions_angstrom": [[-1.1574, 1.6499, 0.0206], [-0.3433, 0.7560, 0.1878], [0.9335, 0.8977, 0.5422], [1.4796, 0.0458, 0.6076], [1.6125, 2.1588, 0.6989], [0.8767, 2.9411, 0.4966], [1.9585, 2.2659, 1.7318], [2.7848, 2.2748, -0.2767], [3.8256, 1.1864, -0.1559], [4.0580, 0.5035, 0.9572], [5.1061, -0.5583, 1.0970], [6.1240, -0.5014, -0.0367], [5.3896, -0.3706, -1.3645], [4.6324, 0.9533, -1.4062], [5.3411, 1.7804, -1.5242], [3.9717, 0.9724, -2.2768], [4.6826, -1.1965, -1.4662], [6.0919, -0.4220, -2.1987], [6.7769, 0.3633, 0.1006], [6.7453, -1.3987, -0.0285], [4.6134, -1.5370, 1.1034], [5.6068, -0.4471, 2.0623], [3.4769, 0.6821, 1.8511], [3.2653, 3.2464, -0.1265], [2.3862, 2.2663, -1.2945], [-0.7280, -0.7193, 0.0238], [0.0691, -1.6206, 0.2219], [-1.9991, -0.8555, -0.3632], [-2.5294, 0.0047, -0.4514], [-2.6784, -2.1152, -0.5082], [-3.1129, -2.1807, -1.5111], [-1.9235, -2.8960, -0.3884], [-3.7858, -2.2794, 0.5465], [-4.8454, -1.2309, 0.3624], [-4.7561, -0.0073, 1.0161], [-5.7012, 0.9814, 0.8090], [-6.7504, 0.7442, -0.0635], [-6.8595, -0.4678, -0.7262], [-5.9052, -1.4449, -0.5109], [-5.9892, -2.3903, -1.0271], [-7.6821, -0.6418, -1.4019], [-7.9402, 1.9716, -0.3268], [-5.6232, 1.9287, 1.3184], [-3.9407, 0.1783, 1.6999], [-3.3402, -2.1965, 1.5388], [-4.2174, -3.2753, 0.4401]], "nbo_charge": [-0.64, 0.58, -0.59, 0.43, -0.23, 0.24, 0.19, -0.42, 0.02, -0.22, -0.43, -0.39, -0.39, -0.44, 0.21, 0.21, 0.20, 0.21, 0.20, 0.21, 0.21, 0.21, 0.20, 0.22, 0.21, 0.58, -0.63, -0.59, 0.43, -0.22, 0.20, 0.23, -0.43, -0.04, -0.22, -0.21, -0.05, -0.24, -0.16, 0.21, 0.23, 0.01, 0.23, 0.22, 0.22, 0.22]}

=====

Entry 2:
{"formula": "C18H23ClN2O3", "method": "ωB97M-V/def2-TZVPD", "e_above_lowest_kj_mol": 0.00, "multiplicity": 1, "homo_energy_ev": -8.994, "lumo_energy_ev": 0.7, "total_charge": 0, "smiles": "O=C1CC[C@@H](C(=O)N2CCCCO2)CN1CCc1ccc(Cl)cc1", "symbols": ["O", "C", "N", "C", "C", "C", "O", "N", "C", "H", "C", "H", "C", "H", "C", "H", "H", "O", "H", "H", "H", "C", "C", "H", "H", "H", "H", "H", "H", "H", "C", "H", "H", "C", "C", "C", "C", "C", "C", "C", "H", "H", "Cl", "H", "H", "H", "H"], "positions_angstrom": [[2.1961, -3.2636, -1.9364], [1.9405, -2.1031, -1.6631], [0.8283, -1.4994, -2.1356], [0.4432, -0.1299, -1.8735], [1.0670, 0.4007, -0.5904], [0.7331, 1.8751, -0.4353], [0.3539, 2.5811, -1.3489], [0.9449, 2.3816, 0.7992], [0.5920, 3.7301, 1.1800], [1.4654, 4.2006, 1.6432], [-0.5765, 3.6895, 2.1673], [-1.4605, 3.2943, 1.6622], [-0.2026, 2.7783, 3.3365], [0.6253, 3.2178, 3.8964], [0.2274, 1.4209, 2.7845], [-0.6215, 0.9326, 2.2897], [0.6191, 0.7703, 3.5676], [1.3073, 1.5608, 1.8657], [-1.0481, 2.6433, 4.0104], [-0.8005, 4.6965, 2.5181], [0.3310, 4.2592, 0.2634], [2.5779, 0.1862, -0.6808], [2.8485, -1.3098, -0.7386], [3.8770, -1.5124, -1.0427], [2.7216, -1.7478, 0.2562], [2.9541, 0.6795, -1.5792], [3.0780, 0.6220, 0.1853], [0.6783, -0.1529, 0.2694], [-0.6466, -0.0801, -1.7976], [0.7489, 0.5167, -2.7072], [-0.0635, -2.2823, -2.9691], [-0.6797, -1.5942, -3.5494], [0.5426, -2.8882, -3.6477], [-0.9466, -3.2256, -2.1271], [-1.5911, -2.4732, -1.0023], [-0.9948, -2.4502, 0.2530], [-1.5206, -1.6854, 1.2792], [-2.6563, -0.9286, 1.0441], [-3.2794, -0.9488, -0.1929], [-2.7432, -1.7219, -1.2067], [-3.2256, -1.7352, -2.1732], [-4.1692, -0.3623, -0.3601], [-3.3079, 0.0578, 2.3145], [-1.0544, -1.6762, 2.2527], [-0.1054, -3.0372, 0.4279], [-1.6983, -3.6715, -2.7793], [-0.3090, -4.0151, -1.7295]], "nbo_charge": [-0.65, 0.68, -0.45, -0.19, -0.32, 0.68, -0.63, -0.16, -0.24, 0.20, -0.41, 0.21, -0.43, 0.20, -0.08, 0.18, 0.20, -0.37, 0.22, 0.22, 0.25, -0.39, -0.48, 0.24, 0.23, 0.21, 0.23, 0.23, 0.22, 0.21, -0.20, 0.20, 0.23, -0.44, 0.00, -0.23, -0.18, -0.07, -0.23, -0.20, 0.22, 0.23, -0.01, 0.22, 0.22, 0.22, 0.24]}